76
Properties=species:S:1:pos:R:3:forces:R:3:lowdin_spin:R:1 method="wB97M-V/def2-TZVPD" largest_force_ha_per_bohr=0.1302 spin_multiplicity=4 molar_mass_g_mol=697.5 charge=+2 gap_ha="0.235 / 0.178"
Tc -0.937 1.528 -4.930 0.37 3.14 5.90 1.724
C -2.324 1.582 -6.317 -0.81 -1.03 -1.31 0.019
C -2.086 0.202 -5.867 -0.84 -1.29 -1.82 0.035
C -1.261 -0.729 -6.750 0.01 -0.46 -0.54 0.015
C 0.191 -0.256 -6.940 0.42 -0.45 -0.24 0.013
C 0.626 0.767 -5.901 0.89 -0.65 -1.52 0.021
C 0.524 2.176 -6.145 1.28 -0.47 -1.11 -0.005
C -0.204 2.699 -7.343 -0.24 0.55 -0.69 0.006
C -1.619 2.084 -7.576 -0.51 0.58 -0.62 0.014
C 0.843 0.043 -0.580 -0.73 -0.59 1.00 0.127
H -3.319 2.007 -6.105 0.60 -0.04 0.13 0.008
H -2.930 -0.316 -5.408 0.07 0.33 0.17 0.003
H -1.725 -0.846 -7.741 -0.04 -0.01 0.20 0.002
H -1.249 -1.747 -6.334 -0.11 0.26 0.10 0.000
H 0.866 -1.123 -6.854 -0.20 0.23 -0.21 0.001
H 0.350 0.164 -7.945 -0.05 -0.21 0.26 0.001
H 1.500 0.460 -5.332 -0.27 0.16 0.26 0.007
H 1.347 2.792 -5.774 -0.54 -0.04 0.09 0.005
H 0.405 2.527 -8.244 -0.11 0.13 0.14 -0.001
H -0.306 3.791 -7.230 0.05 -0.41 -0.05 0.000
H -2.249 2.890 -7.981 0.23 -0.30 -0.07 0.001
H -1.589 1.297 -8.352 -0.01 0.28 0.42 0.001
H 0.771 1.113 -0.377 0.17 -0.22 -0.25 0.001
H 0.852 -0.481 0.379 -0.06 -0.14 -0.15 0.003
H -0.118 -0.224 -1.137 0.86 0.33 0.93 0.053
P -1.398 -0.693 -2.421 -1.97 -0.66 0.00 0.451
P 2.161 -0.398 -1.690 0.50 2.33 -0.72 0.017
C 0.006 -1.357 -3.380 1.64 0.37 0.12 0.070
C 1.338 -1.124 -3.115 -1.60 -0.64 -0.80 0.045
C -2.159 -2.175 -1.802 0.11 -0.20 0.51 0.042
C -2.545 -3.139 -2.744 -0.02 -0.05 0.45 0.020
C -3.416 -4.151 -2.342 0.12 -0.04 0.08 0.002
C -3.850 -4.210 -1.014 -0.07 0.27 -0.12 0.010
C -3.488 -3.213 -0.095 0.12 -0.22 0.07 0.000
C -2.608 -2.204 -0.467 -0.13 -0.23 -0.63 0.012
C -2.951 0.304 -2.695 -0.09 1.21 -0.66 0.086
C -2.902 1.703 -2.926 0.70 0.12 0.31 0.036
C -4.064 2.483 -2.989 0.29 -0.10 -0.11 -0.002
C -5.294 1.926 -2.642 0.19 -0.27 -0.21 0.037
C -5.380 0.545 -2.424 0.26 0.22 -0.10 0.001
C -4.244 -0.256 -2.553 0.29 -0.80 0.42 0.040
C 3.604 -1.339 -1.186 -0.15 -0.57 0.23 0.004
C 3.440 -2.676 -0.774 0.20 0.17 -0.18 0.001
C 4.568 -3.455 -0.520 -0.10 0.02 0.07 0.000
C 5.853 -2.911 -0.635 -0.29 0.24 -0.16 0.000
C 6.008 -1.572 -1.009 -0.14 -0.11 0.04 0.000
C 4.894 -0.779 -1.280 -0.28 0.15 -0.15 0.001
C 2.725 1.230 -2.245 -0.24 0.16 -0.10 0.004
C 2.690 2.342 -1.384 0.33 -0.14 -0.07 0.001
C 3.281 3.539 -1.783 -0.07 -0.07 -0.02 0.001
C 3.766 3.684 -3.084 0.04 -0.31 0.02 0.001
C 3.700 2.602 -3.972 -0.03 -0.10 -0.05 0.001
C 3.197 1.367 -3.555 0.33 0.28 0.23 0.002
H -0.229 -2.167 -4.095 0.01 1.00 -0.19 0.016
H 2.031 -1.432 -3.905 -0.11 -0.60 0.48 0.002
H -2.182 -3.077 -3.769 -0.27 -0.09 0.14 0.001
H -3.761 -4.877 -3.076 0.14 0.06 0.27 0.000
H -4.493 -5.032 -0.694 0.11 0.34 -0.12 0.000
H -3.904 -3.221 0.912 0.22 -0.14 -0.20 0.000
H -2.272 -1.440 0.236 -0.29 -0.17 -0.13 0.001
H -1.924 2.248 -2.888 -0.84 -0.42 -0.16 0.005
H -3.989 3.533 -3.298 0.05 -0.39 0.44 -0.001
H -6.177 2.559 -2.567 0.17 -0.19 -0.05 0.002
H -6.342 0.094 -2.158 0.44 0.07 -0.28 0.000
H -4.353 -1.340 -2.497 -0.08 0.35 0.12 0.001
H 2.433 -3.089 -0.674 0.35 -0.06 -0.04 0.000
H 4.446 -4.499 -0.237 0.02 0.23 -0.01 0.000
H 6.732 -3.532 -0.446 -0.35 0.22 -0.05 0.000
H 7.004 -1.146 -1.107 -0.23 -0.06 0.07 0.000
H 5.015 0.269 -1.574 0.02 -0.46 0.09 0.000
H 2.215 2.304 -0.398 0.51 -0.06 -0.33 0.001
H 3.366 4.343 -1.050 -0.17 -0.10 -0.39 0.000
H 4.200 4.635 -3.406 -0.16 -0.39 0.11 0.000
H 4.067 2.697 -4.995 -0.09 0.07 0.30 0.000
H 3.186 0.507 -4.233 0.22 0.42 0.21 0.001
Br -0.053 3.505 -3.526 -0.05 -0.32 0.25 0.036

---

7
Properties=species:S:1:pos:R:3:forces:R:3:mulliken_charge:R:1 method="wB97M-V/def2-TZVPD" largest_force_ha_per_bohr=0.0853 relative_energy_kcal_mol=130.59 molar_mass_g_mol=90.1 gap_ha="0.272 / 0.338"
C -1.931 -0.242 -0.075 1.33 1.92 2.79 0.096
C 0.914 -0.278 -0.462 -3.38 2.49 1.25 -0.372
O -2.051 0.395 0.928 -0.16 -1.81 -2.80 -0.270
O 2.749 0.897 0.671 0.00 0.65 0.22 -0.520
S 1.292 0.992 0.407 0.34 -0.52 0.06 0.380
H -2.606 -0.886 -0.649 -0.34 -0.07 -0.04 0.303
H 1.633 -0.878 -0.821 2.21 -2.66 -1.49 0.383

---

46
Properties=species:S:1:pos:R:3:forces:R:3:lowdin_spin:R:1 method="wB97M-V/def2-TZVPD" largest_force_ha_per_bohr=0.0433 spin_multiplicity=5 molar_mass_g_mol=372.2 gap_ha="0.192 / 0.253"
C -1.672 1.583 1.305 0.49 0.29 0.46 -0.039
C -1.016 -1.105 1.750 -0.44 -0.93 1.51 0.114
H -0.740 2.091 1.609 -0.38 0.04 0.20 0.002
H -2.080 1.026 2.166 0.01 0.72 -0.08 0.005
H -2.417 2.319 0.962 0.23 -0.17 0.14 0.001
H -0.713 -2.173 1.730 -0.30 0.59 0.44 0.004
H -1.061 -0.688 2.802 0.24 -0.76 -0.98 0.006
H -2.164 -1.117 1.479 2.15 0.56 -0.19 0.013
C -0.453 2.637 -1.242 -0.06 -0.30 -0.79 0.047
C -0.182 3.463 -2.318 -0.10 0.08 0.27 0.009
C -0.012 2.897 -3.582 0.25 -0.35 -0.67 0.052
C -0.107 1.523 -3.773 -0.14 0.01 0.78 0.001
H -0.616 2.969 -0.222 0.12 0.13 -0.31 0.002
H -0.134 4.535 -2.149 0.11 -0.18 -0.19 0.000
H 0.225 3.497 -4.451 -0.06 0.23 0.16 0.003
H 0.039 0.992 -4.707 0.02 0.65 -0.09 -0.001
N -0.583 1.313 -1.431 0.04 -0.29 -0.49 0.030
C -0.419 0.747 -2.661 0.01 0.90 0.43 0.060
C -0.589 -0.693 -2.702 -0.09 -0.75 0.81 0.064
N -0.902 -1.258 -1.497 0.17 -0.06 -0.58 0.044
C -1.039 -2.584 -1.353 0.26 0.26 -1.11 0.051
C -0.573 -2.843 -3.693 0.21 0.02 -0.43 0.056
C -0.868 -3.416 -2.449 -0.16 0.14 0.29 0.010
H -1.285 -2.922 -0.351 0.03 -0.14 -0.24 0.003
H -0.981 -4.485 -2.312 0.04 0.07 -0.21 0.000
C -0.416 -1.473 -3.838 0.02 0.12 0.39 0.001
H -0.136 -0.952 -4.760 -0.22 -0.75 0.22 -0.001
H -0.437 -3.455 -4.577 -0.05 -0.19 0.15 0.003
Cr -1.260 0.066 -0.025 0.56 1.24 0.61 3.086
C -3.233 0.159 -0.164 -1.23 -0.47 -0.27 0.006
H -3.619 -0.832 -0.418 -0.33 -0.15 -0.09 0.008
H -3.433 0.814 -1.011 -0.23 0.19 -0.12 0.012
H -3.752 0.542 0.723 -0.03 -0.17 -0.31 0.006
O 1.481 -1.550 1.594 -1.06 0.92 -0.88 0.047
B 0.554 -0.442 1.292 0.44 -0.39 0.75 0.204
O 1.230 0.805 1.651 -0.50 -1.23 -0.76 0.073
C 2.364 0.423 2.312 0.44 -1.55 1.20 0.008
C 3.169 1.192 3.165 -0.19 0.12 0.12 0.003
C 3.676 0.553 4.316 0.07 -0.38 -0.11 0.002
C 3.675 -0.861 4.405 0.21 0.45 0.12 0.001
C 3.252 -1.634 3.312 -0.38 -0.43 -0.10 0.002
C 2.455 -0.995 2.343 0.84 1.47 1.19 0.002
H 3.359 2.252 2.960 -0.61 -0.29 0.47 0.000
H 4.023 1.160 5.181 -0.03 -0.49 -0.93 0.000
H 3.947 -1.353 5.367 0.18 0.40 -1.08 0.000
H 3.447 -2.726 3.261 -0.57 0.81 0.26 0.000

---

17
Properties=species:S:1:pos:R:3:forces:R:3:mulliken_charge:R:1 method="wB97M-V/def2-TZVPD" largest_force_ha_per_bohr=0.2059 relative_energy_kcal_mol=64.88 molar_mass_g_mol=101.2 gap_ha=0.319 smiles="C=N[Si](C)(C)C"
C -2.598 -1.361 -0.691 5.59 6.19 2.85 -0.276
N -1.600 -0.617 0.264 -7.49 -5.55 -5.03 -0.327
Si -0.081 0.116 0.002 0.97 -0.99 1.34 0.504
C 0.722 -0.139 -1.632 0.20 -0.07 -1.22 -0.983
C 1.056 -0.586 1.445 -0.25 -0.36 -2.09 -1.043
C -0.380 1.940 0.375 0.12 -0.49 -0.74 -1.114
H -3.493 -1.838 -0.304 0.37 -0.06 0.44 0.288
H -2.622 -1.035 -1.815 0.47 -1.07 2.07 0.186
H 0.767 -1.107 -2.181 -0.15 0.38 0.91 0.321
H 0.131 0.511 -2.292 0.39 0.14 -0.16 0.277
H 1.754 0.241 -1.566 -0.29 0.08 -0.22 0.316
H 0.927 0.207 2.131 0.63 0.88 1.05 0.281
H 0.941 -1.524 1.998 -0.54 0.06 -0.53 0.345
H 2.039 -0.638 0.941 -0.06 0.42 0.71 0.243
H -0.190 2.582 -0.487 0.49 0.06 0.13 0.334
H -1.444 2.046 0.515 -0.41 0.02 0.54 0.334
H 0.179 2.229 1.260 -0.07 0.35 -0.04 0.312

---

12
Properties=species:S:1:pos:R:3:forces:R:3:mulliken_charge:R:1 method="wB97M-V/def2-TZVPD" largest_force_ha_per_bohr=0.0134 relative_energy_kcal_mol=33.78 molar_mass_g_mol=91.2 charge=-1 gap_ha=0.211 smiles=[O-]CCCS
O 1.329 -1.529 -1.054 0.01 -0.25 -0.21 -0.863
C 1.429 -0.621 -0.092 -0.05 0.14 0.19 -0.644
C 0.063 -0.178 0.482 -0.35 0.35 -0.03 -0.700
C -0.825 0.357 -0.646 -0.06 -0.61 0.31 -0.355
S -2.260 1.337 -0.034 0.20 -0.01 -0.12 -0.327
H 2.042 -0.913 0.806 0.03 -0.14 0.07 0.238
H 1.918 0.348 -0.407 0.02 0.13 -0.08 0.196
H 0.187 0.608 1.247 0.13 -0.05 -0.07 0.413
H -0.448 -1.023 0.949 0.05 -0.12 0.07 0.310
H -0.200 0.941 -1.312 -0.13 0.33 -0.14 0.351
H -1.241 -0.486 -1.203 0.22 0.18 -0.04 0.285
H -1.994 1.158 1.264 -0.06 0.05 0.05 0.096

---

15
Properties=species:S:1:pos:R:3:forces:R:3:mulliken_charge:R:1 method="wB97M-V/def2-TZVPD" largest_force_ha_per_bohr=0.0962 relative_energy_kcal_mol=42.44 molar_mass_g_mol=137.2 gap_ha=0.370 smiles="COCN(S)C(=O)O"
C 1.708 -0.412 0.534 0.95 -1.05 1.12 -0.562
O 1.018 -0.713 -0.699 -0.08 1.96 0.71 -0.303
C 0.350 0.437 -1.246 0.93 -0.28 -2.33 -0.358
N -1.087 0.570 -0.838 0.32 -0.54 3.30 -0.036
S -1.402 1.992 0.110 -0.26 0.60 0.05 -0.157
C -1.622 -0.657 -0.232 -0.74 -3.88 -2.21 0.598
O -1.775 -1.688 -0.934 0.81 4.07 2.68 -0.515
O -2.020 -0.668 1.135 1.41 0.60 -1.59 -0.447
H 1.038 -0.007 1.369 0.70 -0.31 -1.29 0.213
H 2.116 -1.421 0.924 -0.71 1.55 -0.70 0.249
H 2.633 0.257 0.404 -1.52 -0.69 -0.06 0.279
H 0.911 1.429 -1.063 -1.05 -1.60 0.10 0.326
H 0.347 0.288 -2.393 0.03 -0.02 1.85 0.242
H -0.733 1.939 1.330 -0.18 -0.65 -0.96 0.133
H -1.483 -1.346 1.600 -0.61 0.25 -0.67 0.339